[1]
DFT (wB97M-V/def2-TZVPD) results for C10H10N2O2 as an isolated structure in a non-equilibrium geometry.

```
! wB97M-V def2-TZVPD RIJCOSX def2/J DEFGRID3
* xyz 0 1
C 1.08510 0.98640 -0.74574
C 2.27521 1.02860 -0.06337
C 2.97684 -0.11906 0.24677
C 2.54825 -1.30617 -0.27871
C 1.33197 -1.40878 -0.94594
C 0.56521 -0.25720 -1.16754
C -2.35718 -0.65910 0.08845
C -2.61885 0.66344 -0.43983
C -1.67895 1.62681 -0.34643
C -0.14260 0.22008 0.88287
H 0.54165 1.87408 -1.06560
H 2.59043 2.01075 0.41754
H 3.88949 -0.08697 0.85552
H 3.13158 -2.23305 -0.07539
H 0.99477 -2.41851 -1.26641
H -0.37239 -0.28625 -1.69559
H -0.84319 -1.62784 1.19288
H -3.57670 0.85078 -0.96209
H -1.82648 2.59207 -0.83308
H 0.17807 2.17750 0.41251
N -1.13479 -0.72477 0.78995
N -0.51111 1.42609 0.31584
O -3.09646 -1.60634 0.07113
O 0.95946 0.05484 1.41587
*
```

HOMO-LUMO gap: 8.202 eV
total energy: -17603.56067 eV
relative energy (zero: lowest compared OMol25 entry of this formula, charge and spin): 480.6 kJ/mol
LUMO energy: 0.007 Ha


[2]
DFT (wB97M-V/def2-TZVPD) results for C4H9NO3 as an isolated structure in a non-equilibrium geometry.

```
! wB97M-V def2-TZVPD RIJCOSX def2/J DEFGRID3
* xyz 0 1
C -0.89329 -0.54788 -0.87924
C 1.40703 0.66561 1.51865
C -2.08930 -0.98306 -0.12137
C -0.03446 0.60169 -0.54545
N 0.09686 0.70716 0.88539
O 1.20413 0.66697 -1.26828
O 1.88323 -0.62707 -1.21224
O -1.02297 1.21258 -1.17322
H 2.42030 -0.56174 -2.01566
H -0.47997 1.46647 1.22980
H -0.51999 -1.23135 -1.63847
H 1.94658 -0.21114 1.16963
H 1.26925 0.58635 2.59670
H 2.00448 1.56008 1.30561
H -2.34693 -0.24834 0.63675
H -2.92986 -1.09164 -0.81127
H -1.91510 -1.96470 0.32269
*
```

HOMO-LUMO gap: 9.537 eV
total energy: -11921.31362 eV
relative energy (zero: lowest compared OMol25 entry of this formula, charge and spin): 600.9 kJ/mol
LUMO energy: 0.027 Ha


[3]
DFT (wB97M-V/def2-TZVPD) results for C33H40BN8O5S2SeY as an isolated structure in a non-equilibrium geometry.

```
! wB97M-V def2-TZVPD RIJCOSX def2/J DEFGRID3
* xyz 0 1
Y 0.30193 0.36896 0.11129
C -0.45492 -0.49639 4.76377
C 0.28513 -0.08165 3.52260
N -0.22135 -0.25221 2.36961
N -1.39190 -0.96106 2.33192
C -2.34035 -0.57221 1.54217
S -2.34077 0.89478 0.56163
S -3.74035 -1.64386 1.60592
C -4.98942 -0.49656 2.24731
C -4.73501 -0.04600 3.65414
C -4.17212 1.20791 3.87691
C -3.95773 1.65868 5.17770
C -4.21470 0.81030 6.26016
C -4.73039 -0.45110 6.01364
C -4.97327 -0.88803 4.73318
C 1.60166 0.49793 3.65424
C 2.28794 0.25486 4.84670
C 3.55216 0.76430 5.10714
C 4.10756 1.58491 4.14231
C 3.47550 1.79361 2.93523
C 2.25169 1.20499 2.63953
O 1.81126 1.30373 1.41934
H -1.51774 -0.54794 4.54393
H -0.28749 0.20806 5.57730
H -0.14065 -1.48149 5.05351
H -5.91300 -1.09665 2.19143
H -5.12640 0.34959 1.53752
H -3.90318 1.86279 3.05317
H -3.46068 2.62254 5.30490
H -4.06999 1.14145 7.27629
H -4.88872 -1.14748 6.85488
H -5.34560 -1.88452 4.53595
H 1.82262 -0.33972 5.64091
H 4.10542 0.47789 6.01081
H 5.12442 1.99722 4.29121
H 3.90066 2.44087 2.15039
N 2.42285 0.35202 -1.12473
C 2.53338 1.59715 -1.92394
C 3.99477 1.84913 -2.32447
C 4.35294 3.07711 -3.14808
C 3.61618 3.15673 -4.48714
N 2.15409 3.22452 -4.45374
C 1.45633 4.26340 -4.04596
N 2.08083 5.36954 -3.57739
N 0.12904 4.20852 -4.13601
C 1.71333 2.75598 -1.25719
O 2.18979 3.89287 -1.18791
O 0.51202 2.42942 -0.92980
H 3.15541 0.31208 -0.41663
H 2.48417 -0.46876 -1.75260
H 1.90757 1.38782 -2.80291
H 4.32102 0.94258 -2.86940
H 4.65853 1.84951 -1.45110
H 5.40797 2.98124 -3.46291
H 4.29652 3.97793 -2.53084
H 3.88153 2.26631 -5.04941
H 3.97076 4.00981 -5.05039
H 1.65584 2.35500 -4.59532
H 2.71127 5.12988 -2.80308
H 1.49290 6.18547 -3.42613
H -0.28877 3.31690 -4.41468
H -0.43992 4.86820 -3.63632
C -2.23618 1.41469 -2.87010
N -2.00461 0.00894 -2.94175
C -2.79084 -0.98275 -2.34904
C -2.26494 -2.16101 -2.71795
N -1.20070 -1.92746 -3.54226
C -0.34253 -2.98345 -4.08838
C -1.05444 -0.59582 -3.70492
Se 0.13485 0.20821 -4.84807
H -3.10982 1.59226 -2.27495
H -2.34624 1.85529 -3.86140
H -1.35958 1.91620 -2.41004
H -3.57184 -0.72911 -1.64099
H -2.56456 -3.15835 -2.48078
H -0.80028 -3.92572 -3.82931
H 0.63943 -2.90137 -3.62598
H -0.27872 -2.87672 -5.15530
O 1.16653 -3.26636 -0.99473
B 0.16395 -2.45015 -0.39896
O -0.81168 -3.28130 0.02926
C -0.46527 -4.59770 -0.19870
C -1.14986 -5.78108 0.06114
C -0.60342 -6.97192 -0.46945
C 0.61354 -6.97868 -1.12354
C 1.32375 -5.76785 -1.31588
C 0.76190 -4.58846 -0.84529
H -2.06536 -5.83061 0.60624
H -1.16010 -7.90985 -0.33970
H 1.02515 -7.90279 -1.50089
H 2.26929 -5.77600 -1.84882
*
```

HOMO-LUMO gap: 7.361 eV
total energy: -145771.19529 eV
relative energy (zero: lowest compared OMol25 entry of this formula, charge and spin): 0.0 kJ/mol
LUMO energy: 0.003 Ha


[4]
DFT (wB97M-V/def2-TZVPD) results for C17H24N2O4 as an isolated structure in a non-equilibrium geometry.

```
! wB97M-V def2-TZVPD RIJCOSX def2/J DEFGRID3
* xyz 0 1
C -6.05124 -1.22760 -2.05552
C -5.50832 -0.54083 -0.86231
C -4.82821 -1.41257 0.08005
C -4.50547 -0.84539 1.38080
C -3.53216 0.12241 0.99582
O -3.87613 1.38334 1.32213
N -2.42661 -0.31264 0.92643
C -1.20590 0.53581 0.28069
C -0.09752 -0.20343 0.01296
C 1.18487 0.34756 -0.26789
C 1.14221 1.98012 -0.31269
C -0.04499 2.61446 -0.14072
C -1.11050 1.71989 0.21338
H -1.97714 2.59152 0.58518
C 0.06917 3.98341 -0.24208
O -0.95396 4.67664 0.15880
O 1.33264 4.33775 -0.31626
H 1.21426 5.41408 -0.32935
H 2.21847 2.38273 -0.67762
N 2.21402 -0.37593 -0.41835
C 3.46030 -0.07414 -1.01429
O 3.75115 1.15931 -0.97416
C 4.41879 -1.15780 -1.01571
C 4.64715 -1.90217 0.44689
C 5.17938 -0.80696 1.11201
C 6.53860 -0.21038 0.96162
H 6.83228 0.15458 1.81805
H 6.30087 0.62124 0.12496
H 7.15242 -0.96815 0.77929
H 5.38922 -1.58295 2.34375
H 4.40296 -0.13986 1.50791
H 5.44577 -2.73966 -0.00992
H 3.84304 -2.42325 0.65218
H 5.33428 -1.04685 -1.53452
H 3.93989 -2.05786 -1.75530
H 2.11381 -1.20909 -0.37954
H -0.05715 -1.30300 -0.00665
H -2.24468 -1.17122 0.99713
H -5.45135 -0.31987 1.89964
H -4.24284 -1.41503 2.18994
H -4.03942 -2.02983 -0.22394
H -5.82076 -2.23861 0.58889
H -6.62718 -0.12754 -0.33973
H -5.01963 0.13693 -1.07445
H -6.68982 -0.45986 -2.88231
H -6.65043 -2.09137 -1.93126
H -5.16414 -1.76793 -2.61398
*
```

HOMO-LUMO gap: 8.218 eV
total energy: -29172.06251 eV
relative energy (zero: lowest compared OMol25 entry of this formula, charge and spin): 1778.0 kJ/mol
LUMO energy: -0.006 Ha


[5]
DFT (wB97M-V/def2-TZVPD) results for C8H6N2O4Pd as an isolated structure in a non-equilibrium geometry.

```
! wB97M-V def2-TZVPD RIJCOSX def2/J DEFGRID3
* xyz 2 3
Pd 0.18026 1.02736 -1.81463
O -1.64988 -2.34908 -3.60774
C -1.15010 -1.43806 -3.11122
C -0.83489 2.39031 -1.19708
O -1.48141 3.25849 -0.80369
C 1.97982 1.09537 -1.65226
O 3.12602 1.13851 -1.54851
C 0.29442 1.84349 -3.42713
O 0.36665 2.36109 -4.44968
C -0.54310 -2.11835 2.71490
N -0.17125 -1.01056 1.84543
C 0.42276 0.12742 2.24526
C 0.61061 0.91853 1.13839
N 0.13118 0.26736 0.05738
C -0.34244 -0.90938 0.50751
H 0.36454 -2.51197 3.22116
H -1.25690 -1.75864 3.48645
H -1.01664 -2.93260 2.13058
H 0.70224 0.36626 3.26445
H 1.06392 1.90068 1.11650
H -0.79582 -1.66624 -0.11607
*
```

HOMO-LUMO gap (alpha / beta): 7.283 / 5.057 eV
expectation value of S²: 2.015
total energy: -23021.03363 eV
LUMO energy (alpha / beta): -0.293 / -0.463 Ha


[6]
DFT (wB97M-V/def2-TZVPD) results for C42H50AsHgN4O4P as an isolated structure in a non-equilibrium geometry.

```
! wB97M-V def2-TZVPD RIJCOSX def2/J DEFGRID3
* xyz 1 2
Hg -0.66907 1.35184 0.86692
C 4.20642 3.24834 -2.58218
N 2.71484 3.34283 -2.42036
C 1.93856 3.54457 -3.66851
C 2.03982 3.45261 -1.27884
O 0.78495 3.50351 -1.18045
C 2.91793 3.26060 -0.00570
O 2.10828 2.88084 1.10612
C 2.79210 2.82721 2.33312
C 1.82660 2.14648 3.33743
O 0.62147 2.45154 3.25513
N 2.37303 1.30313 4.25185
C 1.42965 0.58370 5.11227
C 3.78952 1.14806 4.59723
H 4.43973 3.13661 -3.65786
H 4.51668 2.40690 -1.98863
H 4.70509 4.13496 -2.22193
H 2.25084 2.88869 -4.47929
H 1.99452 4.53442 -4.07289
H 0.93184 3.27555 -3.38839
H 3.51224 4.16046 0.27759
H 3.67189 2.46776 -0.23976
H 3.00506 3.88658 2.64695
H 3.78063 2.29230 2.25998
H 0.42440 1.04332 5.03276
H 1.67007 0.49877 6.19843
H 1.26452 -0.40953 4.73174
H 4.07955 0.12673 4.54867
H 3.94595 1.41500 5.65742
H 4.46335 1.77013 3.97127
C -4.83093 3.27363 2.16708
C -3.71884 3.30495 1.14029
O -2.94805 2.37606 0.90461
N -3.58016 4.53098 0.55761
C -2.63177 4.79798 -0.50206
C -1.34008 5.37667 0.06527
C -0.74312 6.54691 -0.54465
C 0.40076 7.03000 0.05607
C 0.97032 6.36612 1.13199
C 0.33870 5.25880 1.66426
N -0.75684 4.77483 1.09649
H -5.75633 3.71442 1.78496
H -4.51457 3.86636 2.99874
H -4.99187 2.22601 2.47101
H -4.27857 5.19375 0.88920
H -3.15111 5.43591 -1.23908
H -2.41924 3.83726 -0.96112
H -1.12546 7.09483 -1.40825
H 0.86834 7.89755 -0.35283
H 1.92810 6.64215 1.56149
H 0.70154 4.73824 2.57730
C -1.49938 -1.96445 0.73902
C -1.24934 -3.42749 0.81351
As -1.07144 -4.29081 -1.04059
C -2.98162 -4.33499 -1.40013
C -3.36239 -3.71297 -2.59772
C -4.68301 -3.37793 -2.78316
C -5.66398 -3.77911 -1.90034
C -5.30952 -4.35754 -0.69559
C -3.95897 -4.63537 -0.40260
C -0.69910 -6.13734 -0.50063
C -0.87725 -6.65189 0.79611
C -0.54936 -7.97762 1.02061
C -0.12347 -8.84551 0.03684
C 0.07986 -8.33758 -1.22791
C -0.23148 -6.99430 -1.53129
P -0.22475 -0.91425 -0.07833
C -0.31561 -1.12545 -1.87822
C 0.56731 -1.88451 -2.71901
C 0.56918 -1.65649 -4.07765
C -0.26411 -0.68224 -4.68494
C -1.20208 -0.06534 -3.89313
C -1.31523 -0.32870 -2.52987
C 1.40425 -1.45396 0.27158
C 1.67828 -1.92243 1.59409
C 2.95403 -1.96729 2.07071
C 4.01349 -1.53957 1.24693
C 3.75050 -1.10370 -0.03571
C 2.45025 -0.97309 -0.53300
H -1.61572 -1.54829 1.73497
H -2.44422 -1.70895 0.19101
H -2.09107 -3.92587 1.25444
H -0.29720 -3.71784 1.31699
H -2.61285 -3.40983 -3.34476
H -4.96281 -2.79941 -3.62379
H -6.70996 -3.57395 -2.11419
H -6.10291 -4.62000 0.01337
H -3.63155 -5.01940 0.56961
H -1.24297 -6.03922 1.59553
H -0.68383 -8.35938 2.01456
H 0.09590 -9.90606 0.24437
H 0.40815 -8.98621 -2.02276
H -0.17038 -6.65465 -2.57722
H 1.26289 -2.61575 -2.32682
H 1.25756 -2.21402 -4.70153
H -0.18395 -0.43678 -5.71092
H -1.85266 0.62904 -4.35841
H -2.17573 0.04171 -1.97387
H 0.86638 -2.26800 2.25671
H 3.16580 -2.40193 3.03789
H 5.03099 -1.53825 1.56276
H 4.60088 -0.87656 -0.65909
H 2.25291 -0.56576 -1.51697
*
```

HOMO-LUMO gap (alpha / beta): 6.556 / 7.358 eV
expectation value of S²: 0.757
total energy: -132810.49632 eV
LUMO energy (alpha / beta): -0.067 / -0.108 Ha